No. 1
A molecular structure, C34H27N9RbS in a non-equilibrium geometry, computed with wB97M-V/def2-TZVPD.

```
72
Properties=species:S:1:pos:R:3:lowdin_charge:R:1
Rb -0.0464 -0.3275 0.2715 0.699
C -3.5989 -0.4798 5.0485 -0.061
C -3.9699 -0.2069 3.7390 -0.071
C -3.1011 0.3698 2.8413 -0.016
C -1.9153 0.8754 3.3060 -0.265
C -1.4822 0.6513 4.6236 -0.013
C -2.2967 -0.1174 5.4491 -0.068
N -1.1574 1.6415 2.3967 0.002
N -0.5021 2.5398 2.8462 0.091
C 0.1735 3.3031 1.8853 -0.304
C 0.5367 4.6062 2.2461 0.012
C 1.1638 5.3922 1.2684 -0.046
C 1.4142 4.8304 0.0178 -0.045
C 1.0482 3.4941 -0.2321 -0.128
N 0.4350 2.7444 0.6675 0.060
H -4.3310 -1.0662 5.6921 0.134
H -4.9839 -0.4236 3.5010 0.102
H -3.3383 0.6080 1.8309 0.082
H -0.4829 0.9664 4.8882 0.106
H -1.8802 -0.5181 6.3796 0.111
H 0.2566 5.0425 3.1800 0.109
H 1.6149 6.3590 1.5130 0.119
H 1.9342 5.4069 -0.7573 0.113
H 1.3584 2.9306 -1.1292 0.123
N 4.0028 -2.5151 -1.4133 0.117
C 4.0910 -2.7948 -2.8105 -0.245
C 5.3182 -3.2594 -3.3484 -0.004
C 5.3823 -3.6105 -4.6861 -0.085
C 4.3088 -3.3756 -5.4990 -0.080
C 3.1460 -2.7750 -5.0002 -0.069
C 3.0223 -2.5927 -3.6279 -0.482
S 1.5756 -1.9055 -2.9053 0.971
N 2.1796 -1.0451 -1.5412 -0.314
C 3.2758 -1.4213 -0.9961 -0.390
C 3.9483 -0.5414 0.0326 -0.227
C 5.2993 -0.1918 -0.1372 -0.002
C 5.8624 0.6714 0.8013 -0.049
C 5.1113 1.0895 1.8980 -0.045
C 3.7693 0.6983 1.9257 -0.128
N 3.1904 -0.0914 1.0161 0.087
H 4.8342 -2.7317 -0.9041 0.130
H 6.1744 -3.3774 -2.7252 0.104
H 6.2484 -4.1333 -5.0961 0.118
H 4.3944 -3.6478 -6.5184 0.099
H 2.3542 -2.4920 -5.6691 0.107
H 5.8717 -0.4215 -1.0230 0.118
H 6.8645 1.0809 0.6102 0.122
H 5.4427 1.7962 2.6853 0.122
H 3.1040 1.0651 2.7514 0.124
C -4.7956 3.6276 -0.0426 -0.078
C -5.5814 2.6841 -0.7410 -0.064
C -5.0445 1.5010 -1.1263 -0.018
C -3.7083 1.2017 -0.7300 -0.253
C -2.9360 2.1369 -0.0857 -0.050
C -3.4825 3.4313 0.2191 -0.051
N -3.1217 -0.1110 -0.8130 0.056
N -3.9414 -1.0419 -1.0589 0.090
C -3.3682 -2.3377 -1.1037 -0.329
C -4.2530 -3.2409 -1.6305 -0.018
C -3.8685 -4.5640 -1.8015 -0.036
C -2.6221 -4.9294 -1.2655 -0.025
C -1.7509 -3.8754 -0.8834 -0.135
N -2.1281 -2.6284 -0.6959 0.083
H -5.2613 4.5001 0.3698 0.105
H -6.6438 2.9162 -0.8562 0.117
H -5.6320 0.8231 -1.6690 0.093
H -1.9082 1.9424 0.2436 0.043
H -2.8516 4.1940 0.5605 0.089
H -5.2248 -3.0133 -1.9772 0.105
H -4.5250 -5.3156 -2.3015 0.130
H -2.1991 -5.9059 -1.3943 0.099
H -0.7732 -4.0950 -0.5098 0.100
```

Calculated values
**Net charge**: +1
**Relative energy (zero: lowest compared OMol25 entry of this formula, charge and spin)**: 0.000 eV
**E_LUMO**: -2.87 eV
**E_tot**: -2226.6703 hartree
**HOMO level**: -10.0937 eV
**HOMO-LUMO gap**: 7.2 eV


No. 2
A molecular structure, C34H28AsBr2I2N2O2SZn, computed with wB97M-V/def2-TZVPD.

```
73
Properties=species:S:1:pos:R:3:lowdin_charge:R:1
Zn 0.1107 1.3774 1.0083 0.594
C -2.0459 3.1946 -3.2030 -0.034
C -2.2221 3.9564 -1.9181 -0.327
C -3.2607 4.9088 -1.7904 -0.025
C -3.4069 5.5934 -0.6245 -0.042
C -2.5078 5.3653 0.4398 -0.194
C -2.5464 6.0511 1.6750 -0.631
Br -3.8957 7.3547 2.0178 0.724
C -1.6216 5.8112 2.6406 -0.187
C -0.6101 4.8649 2.4162 -0.600
Br 0.6568 4.5503 3.7878 0.756
C -0.4925 4.1235 1.2437 -0.398
O 0.4908 3.2683 1.0743 -0.223
C -1.4917 4.3955 0.2258 -0.129
N -1.3861 3.7060 -0.9422 0.171
H -2.5294 3.7062 -4.0351 0.070
H -2.4817 2.1995 -3.1086 0.073
H -0.9841 3.0744 -3.4213 0.075
H -3.9300 5.0867 -2.6235 0.106
H -4.1970 6.3215 -0.5050 0.071
H -1.6591 6.3417 3.5816 0.090
I -3.1257 -0.5330 4.4766 0.887
C -1.0766 -0.8093 4.2112 -0.650
C -0.3996 -1.7865 4.9605 -0.234
C 0.9348 -2.0137 4.7681 -0.670
I 1.8526 -3.5336 5.8883 0.861
C 1.6743 -1.2416 3.8385 -0.211
C 3.0440 -1.4037 3.5421 -0.041
C 3.6606 -0.5683 2.6571 -0.044
C 2.9142 0.4389 2.0301 -0.129
N 1.6343 0.5942 2.2417 0.056
C 0.9917 -0.2263 3.1256 -0.141
C -0.4430 -0.0258 3.2479 -0.439
O -1.0539 0.8312 2.4923 -0.180
H -0.9487 -2.3640 5.6917 0.073
H 3.5983 -2.2040 4.0142 0.060
H 4.7109 -0.6821 2.4219 0.107
H 3.3741 1.1295 1.3322 0.119
S 1.2488 -1.6779 -0.2555 0.674
C 2.2527 -2.5802 -1.3998 -0.578
C 2.3639 -3.9514 -1.1502 -0.120
C 3.2050 -4.7392 -1.9234 -0.097
C 3.9351 -4.1782 -2.9655 -0.111
C 3.8158 -2.8188 -3.2242 -0.093
C 2.9853 -2.0191 -2.4453 -0.114
H 1.7735 -4.3881 -0.3509 0.100
H 3.2847 -5.8014 -1.7170 0.099
H 4.5850 -4.7955 -3.5747 0.093
H 4.3805 -2.3680 -4.0337 0.099
H 2.9141 -0.9606 -2.6485 0.066
C 0.1541 -0.4173 -3.0805 -0.297
As 0.3359 0.1350 -1.1998 0.887
C 2.0362 1.2646 -1.5857 -0.333
C -1.9579 -0.8085 -1.0939 -0.246
C -2.0130 -2.2501 -0.9625 -0.365
C -2.0288 -3.1113 -2.0822 -0.087
C -1.9259 -4.4895 -1.9490 -0.123
C -1.8358 -5.0811 -0.6910 -0.140
C -1.8846 -4.2564 0.4326 -0.118
C -1.9807 -2.8813 0.3024 -0.087
H -0.0683 -1.4826 -3.0768 0.016
H 1.0757 -0.2163 -3.6226 0.010
H -0.6736 0.1226 -3.5347 0.015
H 2.0252 1.6408 -2.6124 0.004
H 2.0165 2.1261 -0.9110 -0.016
H 2.9669 0.7138 -1.4268 -0.011
H -2.4127 -0.4245 -2.0068 0.028
H -2.2837 -0.2617 -0.2072 0.028
H -2.1126 -2.6726 -3.0725 0.096
H -1.9232 -5.1144 -2.8371 0.088
H -1.7328 -6.1557 -0.5892 0.080
H -1.8388 -4.6967 1.4244 0.093
H -2.0142 -2.2578 1.1922 0.097
```

Calculated values
**Net charge**: -1
**Relative energy (zero: lowest compared OMol25 entry of this formula, charge and spin)**: 3.520 eV
**E_LUMO**: 1.97 eV
**E_tot**: -11729.2337 hartree
**HOMO level**: -3.3074 eV
**HOMO-LUMO gap**: 5.3 eV


No. 3
A molecular structure, C34H28Cl2N6O2S2W, computed with wB97M-V/def2-TZVPD.

```
75
Properties=species:S:1:pos:R:3:lowdin_charge:R:1
W 0.3556 -0.6103 0.6460 1.538
C 1.5300 -1.0183 -2.4767 -0.019
N 1.9654 -1.1790 -1.0396 -0.254
C 2.3441 -2.5940 -0.8525 -0.199
C 1.0786 -3.4462 -0.7108 -0.121
N -0.1560 -2.6623 -0.2921 -0.231
C -1.1215 -2.6619 -1.4331 -0.061
C -0.8022 -3.2698 0.8831 -0.283
C -2.0590 -3.8708 0.8543 -0.001
C -2.5699 -4.4320 2.0111 -0.019
C -1.8455 -4.4082 3.2013 -0.026
C -0.6087 -3.7983 3.2407 -0.062
C -0.0866 -3.2284 2.0794 -0.551
S 1.3738 -2.2843 2.1147 0.890
C 3.0639 -0.2287 -0.9011 -0.335
C 4.3962 -0.5593 -1.0678 -0.005
C 5.3556 0.4478 -1.0033 -0.031
C 4.9790 1.7688 -0.8105 -0.038
C 3.6393 2.0970 -0.6421 -0.071
C 2.6863 1.0913 -0.6785 -0.555
S 0.9861 1.4336 -0.3343 0.874
H 2.4265 -0.9738 -3.0949 0.122
H 0.9477 -0.1112 -2.5980 0.064
H 0.9457 -1.8752 -2.7887 0.079
H 2.9654 -2.6766 0.0337 0.087
H 2.9213 -2.9448 -1.7112 0.139
H 1.2543 -4.2321 0.0185 0.131
H 0.8353 -3.9290 -1.6549 0.129
H -1.2565 -3.6870 -1.7779 0.118
H -0.7682 -2.0258 -2.2287 0.043
H -2.0716 -2.2547 -1.1147 0.069
H -2.6434 -3.9306 -0.0499 0.119
H -3.5434 -4.9026 1.9819 0.129
H -2.2588 -4.8540 4.0957 0.127
H -0.0426 -3.7399 4.1610 0.122
H 4.7044 -1.5812 -1.2433 0.125
H 6.4003 0.1930 -1.1182 0.124
H 5.7293 2.5470 -0.7797 0.124
H 3.3393 3.1207 -0.4590 0.124
Cl -5.4793 -1.6001 3.9079 0.750
C -4.3457 -1.1459 2.7036 -0.662
C -3.0510 -0.8467 3.0984 -0.009
C -2.1219 -0.5196 2.1205 -0.193
N -0.7509 -0.2296 2.2670 -0.065
C -0.2480 0.2323 3.4842 -0.405
O -0.8801 0.3421 4.4973 0.166
C 1.1868 0.6189 3.3872 -0.207
C 1.8105 1.1916 4.4718 0.054
C 3.1723 1.4468 4.3999 0.015
C 3.8459 1.0749 3.2522 0.008
C 3.1445 0.5146 2.1971 -0.107
N 1.8191 0.3234 2.2363 -0.121
C -2.4903 -0.5133 0.7793 -0.266
C -3.7929 -0.7625 0.3845 -0.031
C -4.7248 -1.0929 1.3536 -0.668
Cl -6.3276 -1.4619 0.8708 0.748
N -1.4196 -0.1763 -0.0854 -0.113
C -1.7706 1.1135 -0.7714 -0.466
O -2.0525 2.0440 -0.0859 0.151
C -1.8524 1.1203 -2.2603 -0.232
C -2.2912 2.2909 -2.8636 0.032
C -2.4086 2.3072 -4.2452 -0.014
C -2.0840 1.1619 -4.9511 -0.017
C -1.6497 0.0432 -4.2493 -0.106
N -1.5330 0.0129 -2.9257 0.097
H -2.7915 -0.8740 4.1438 0.117
H 1.2193 1.4072 5.3508 0.141
H 3.6958 1.8973 5.2320 0.133
H 4.9149 1.2021 3.1577 0.129
H 3.6743 0.1893 1.3184 0.096
H -4.0841 -0.7250 -0.6577 0.131
H -2.5364 3.1510 -2.2571 0.133
H -2.7515 3.1960 -4.7570 0.126
H -2.1670 1.1249 -6.0283 0.121
H -1.3923 -0.8674 -4.7790 0.118
```

Calculated values
**Net charge**: +2
**Relative energy (zero: lowest compared OMol25 entry of this formula, charge and spin)**: 0.000 eV
**E_LUMO (spin up / spin down)**: -8.12 / -8.11 eV
**E_tot**: -3574.8525 hartree
**HOMO level (spin up / spin down)**: -13.4748 / -13.4745 eV
**HOMO-LUMO gap (spin up / spin down)**: 5.4 / 5.4 eV


Q: The lowest E_tot belongs to which entry?
A: C34H28AsBr2I2N2O2SZn


Q: Number 1 is which compound?
A: C34H27N9RbS


Q: What is the formula in the first record?
A: C34H27N9RbS